Entry 1:
{
  "formula": "C26H24BrN5PdS3Te",
  "method": "ωB97M-V with the def2-TZVPD basis set",
  "symbols": ["Pd", "N", "C", "C", "C", "C", "C", "C", "N", "C", "C", "C", "S", "C", "N", "H", "H", "H", "H", "H", "H", "H", "C", "Te", "C", "C", "C", "C", "C", "C", "C", "H", "H", "H", "H", "H", "H", "H", "H", "S", "C", "N", "C", "C", "S", "H", "H", "H", "H", "H", "Br", "C", "C", "C", "C", "N", "C", "H", "H", "H", "H"],
  "positions_angstrom": [[-0.5925, -0.9373, -0.3373], [-2.0965, -0.4481, 3.5588], [-1.2714, 0.6472, 3.6934], [-0.8990, 1.3000, 4.8189], [-0.0740, 2.3868, 4.6852], [0.4334, 2.7777, 3.4584], [0.1473, 2.0674, 2.3033], [-0.6874, 0.9652, 2.4769], [-1.1430, -0.0075, 1.5483], [-1.9549, -0.8351, 2.2372], [-2.5507, -2.0142, 1.6567], [-3.4349, -2.8779, 2.2177], [-3.6987, -4.1483, 1.1249], [-2.6957, -3.3987, -0.0302], [-2.1602, -2.2848, 0.3782], [-2.9392, -0.6083, 4.1233], [-1.3138, 0.9661, 5.7592], [0.1315, 2.9274, 5.5821], [1.0502, 3.6306, 3.5161], [0.5195, 2.2642, 1.2710], [-3.8511, -2.9616, 3.2202], [-2.5275, -3.8382, -1.0234], [-0.2591, -0.8102, -4.0618], [-0.3471, -2.4642, -2.6840], [1.7042, -2.7383, -3.2091], [2.1898, -1.4040, -3.6137], [3.5212, -1.0714, -3.5360], [3.9691, 0.2194, -3.8316], [3.0323, 1.2413, -4.1094], [1.6431, 0.8835, -4.1292], [1.2529, -0.4377, -4.0059], [-0.8908, -0.0170, -3.7166], [-0.5667, -1.0630, -5.0631], [1.7339, -3.3962, -4.0633], [2.3770, -3.0076, -2.4071], [4.1889, -1.8257, -3.2575], [5.0605, 0.3233, -3.6387], [3.3094, 2.2630, -4.2248], [0.8903, 1.6962, -4.2842], [1.8895, 0.1640, -0.7088], [2.2288, -0.4386, 0.8199], [2.8574, 0.1799, 1.8347], [2.9510, -0.5658, 3.1267], [1.7588, -1.5158, 3.1091], [1.5932, -1.9930, 1.3786], [3.3054, 1.0890, 1.7141], [2.8443, 0.0661, 3.9276], [3.9227, -1.1616, 3.1630], [0.8196, -1.0436, 3.4354], [1.8956, -2.4150, 3.6875], [-1.4145, 4.7017, -0.2600], [-1.9288, 3.1376, -1.1364], [-3.0869, 3.0710, -1.8905], [-3.5568, 1.8557, -2.4149], [-2.8650, 0.6783, -2.0207], [-1.7105, 0.7402, -1.3355], [-1.2707, 1.9197, -0.9223], [-3.5404, 4.0592, -2.0222], [-4.4055, 1.8501, -3.0601], [-3.2139, -0.2855, -2.2803], [-0.2736, 1.9424, -0.5478]],
  "lowdin_spin": [1.315, 0.000, 0.003, 0.001, 0.000, 0.000, 0.001, 0.006, 0.065, 0.001, 0.004, 0.001, 0.006, 0.003, 0.075, 0.000, 0.000, 0.000, 0.000, 0.000, 0.000, 0.000, 0.009, 0.150, 0.017, 0.000, 0.000, 0.000, 0.000, 0.000, 0.001, 0.001, 0.003, 0.005, 0.001, 0.000, 0.000, 0.000, 0.000, 0.106, 0.020, 0.008, 0.003, 0.009, 0.059, 0.001, 0.001, 0.000, 0.001, 0.001, 0.002, 0.004, -0.004, 0.005, 0.006, 0.103, 0.006, 0.000, 0.001, 0.001, 0.000],
  "s2": 2.01,
  "homo_energy_ev": [-13.16, -13.46],
  "de_lowest_kj_mol": 35.98,
  "homo_lumo_gap_ev": [7.506, 6.662],
  "charge": 2,
  "multiplicity": 3,
  "lumo_ev": [-5.65, -6.80]
}

***

Entry 2:
{
  "formula": "C26H24Cl24I3NS",
  "method": "ωB97M-V with the def2-TZVPD basis set",
  "symbols": ["C", "C", "I", "C", "I", "C", "C", "C", "C", "C", "C", "N", "C", "C", "C", "C", "C", "C", "I", "C", "C", "C", "S", "H", "H", "H", "H", "H", "H", "H", "H", "H", "H", "H", "H", "H", "H", "H", "H", "C", "Cl", "Cl", "Cl", "H", "C", "Cl", "Cl", "Cl", "H", "C", "Cl", "Cl", "Cl", "H", "C", "Cl", "Cl", "Cl", "H", "C", "Cl", "Cl", "Cl", "H", "C", "Cl", "Cl", "Cl", "H", "C", "Cl", "Cl", "Cl", "H", "C", "Cl", "Cl", "Cl", "H"],
  "positions_angstrom": [[3.4851, -3.1867, -2.8535], [3.4542, -1.7033, -2.5160], [1.6578, -0.7190, -3.1466], [4.4312, -1.0339, -1.9084], [6.2353, -1.9772, -1.3090], [4.2414, 0.4287, -1.6452], [4.9088, 1.3927, -2.3812], [4.6912, 2.7565, -2.1676], [3.7717, 3.1068, -1.1909], [3.0825, 2.1562, -0.4326], [3.3202, 0.8157, -0.6413], [2.1259, 2.5201, 0.5570], [1.1831, 3.4644, 0.0853], [-0.1703, 3.2616, 0.2727], [-1.1381, 4.1373, -0.1880], [-2.6216, 3.8129, 0.0176], [-3.0089, 2.6447, -0.9668], [-3.5256, 1.3700, -0.2518], [-1.9987, -0.0798, 0.2091], [-0.7163, 5.2923, -0.8322], [0.6429, 5.5373, -1.0443], [1.5706, 4.6222, -0.5875], [3.3429, 4.8125, -0.8394], [3.0633, -3.3000, -3.8663], [4.5046, -3.5909, -2.8785], [2.8828, -3.7951, -2.1630], [5.5844, 1.0458, -3.1672], [5.1821, 3.5409, -2.7409], [2.7558, 0.0956, -0.0449], [1.6374, 1.6592, 0.7894], [-0.4529, 2.3533, 0.8131], [-3.1965, 4.7038, -0.2709], [-2.7909, 3.5462, 1.0688], [-2.1632, 2.4360, -1.6374], [-3.8329, 2.9597, -1.6319], [-4.1947, 0.8664, -0.9657], [-4.1461, 1.5930, 0.6245], [-1.4152, 6.0454, -1.2042], [0.9720, 6.4379, -1.5660], [1.1940, 3.0810, -5.3025], [2.2354, 1.7367, -5.7796], [1.7428, 3.7910, -3.7857], [1.1276, 4.3039, -6.5771], [0.1930, 2.6952, -5.1522], [-5.5335, -0.3000, 3.4049], [-6.4119, 0.3105, 1.9984], [-4.2603, 0.8231, 3.8849], [-6.6410, -0.5990, 4.7453], [-5.0690, -1.2406, 3.1318], [6.4984, 1.7965, 1.7783], [5.7251, 1.4062, 0.2427], [8.1362, 1.1244, 1.8626], [6.5298, 3.5500, 2.0253], [5.9047, 1.3535, 2.5760], [-0.8897, -4.5283, -3.1854], [0.1470, -5.8792, -3.6524], [-0.3281, -3.8094, -1.6715], [-0.9487, -3.3177, -4.4682], [-1.8923, -4.9071, -3.0301], [-1.1251, -3.3874, 2.0158], [-2.2226, -2.4184, 2.9978], [0.1054, -2.3664, 1.2654], [-0.3677, -4.6555, 2.9848], [-1.7006, -3.8588, 1.2271], [3.2516, 3.0755, 4.0394], [1.6121, 2.4421, 3.8678], [3.3637, 4.1326, 5.4462], [4.4193, 1.7509, 4.1637], [3.4903, 3.6556, 3.1541], [-5.3090, -4.5630, 3.9218], [-3.6659, -5.1922, 3.7948], [-5.4037, -2.9154, 3.2876], [-6.4445, -5.6160, 3.0718], [-5.5844, -4.5401, 4.9689], [-7.0598, -9.2995, 1.9353], [-6.1915, -10.5180, 2.8709], [-6.1374, -8.8398, 0.5018], [-8.6627, -9.8855, 1.4845], [-7.1822, -8.4205, 2.5559]],
  "lowdin_charge": [-0.193, -0.722, 0.920, -0.716, 0.913, -0.487, -0.120, -0.127, -0.521, -0.329, -0.133, 0.097, -0.265, -0.009, -0.236, -0.126, -0.275, -0.630, 0.830, -0.043, -0.115, -0.483, 0.988, 0.062, 0.019, 0.069, 0.130, 0.120, 0.132, 0.110, 0.059, 0.108, 0.116, 0.097, 0.106, 0.036, 0.005, 0.115, 0.113, -1.534, 0.480, 0.608, 0.526, 0.013, -1.635, 0.553, 0.540, 0.530, -0.210, -1.500, 0.765, 0.524, 0.533, -0.099, -1.531, 0.529, 0.484, 0.502, 0.013, -1.540, 0.468, 0.423, 0.536, 0.009, -1.522, 0.538, 0.541, 0.587, 0.002, -1.446, 0.536, 0.615, 0.554, 0.026, -1.567, 0.524, 0.514, 0.524, -0.031],
  "homo_energy_ev": -7.95,
  "homo_lumo_gap_ev": 7.762,
  "lumo_ev": -0.19
}

***

Entry 3:
{
  "formula": "C26H24N2O4",
  "method": "ωB97M-V with the def2-TZVPD basis set",
  "symbols": ["C", "C", "C", "C", "C", "C", "C", "H", "O", "C", "H", "H", "C", "O", "N", "H", "C", "C", "N", "C", "C", "C", "C", "H", "H", "H", "H", "H", "H", "C", "C", "C", "O", "O", "C", "C", "C", "C", "C", "C", "C", "H", "H", "H", "H", "H", "H", "H", "C", "H", "H", "H", "H", "H", "H", "H"],
  "positions_angstrom": [[0.9329, 0.0001, 5.2551], [0.4647, 0.2730, 3.8613], [0.3954, 1.5569, 3.3642], [-0.0451, 1.7767, 2.0624], [-0.4337, 0.7290, 1.2104], [-0.3924, -0.5813, 1.7565], [0.0656, -0.7842, 3.0456], [0.1289, -1.7820, 3.4484], [-0.8217, -1.6047, 0.9647], [-0.7268, -2.9275, 1.4393], [-1.2122, -3.5385, 0.6715], [-1.2653, -3.0730, 2.3823], [0.7213, -3.4209, 1.5909], [1.0252, -4.3241, 2.3416], [1.5765, -2.7581, 0.8039], [1.2556, -2.0525, 0.1504], [2.9765, -3.0645, 0.6773], [3.5053, -2.4664, -0.5987], [2.6825, -1.6592, -1.2567], [3.1004, -1.0957, -2.3776], [4.3618, -1.3067, -2.9075], [5.2246, -2.1502, -2.2225], [4.7934, -2.7404, -1.0475], [5.4344, -3.4023, -0.4860], [6.2176, -2.3448, -2.6001], [4.6605, -0.8281, -3.8263], [2.3841, -0.4478, -2.8656], [3.5363, -2.6534, 1.5296], [3.1183, -4.1512, 0.6905], [-0.8268, 1.0760, -0.1391], [-0.8463, 2.3868, -0.5062], [-0.4735, 3.4441, 0.4231], [-0.4813, 4.6272, 0.1707], [-0.0698, 3.0673, 1.6678], [-1.2503, 2.8792, -1.8719], [-2.6956, 2.6002, -2.1921], [-3.0737, 2.1404, -3.4468], [-4.4051, 1.9020, -3.7400], [-5.3767, 2.1183, -2.7789], [-5.0097, 2.5813, -1.5263], [-3.6795, 2.8220, -1.2361], [-3.3972, 3.1929, -0.2615], [-5.7641, 2.7582, -0.7735], [-6.4158, 1.9305, -3.0057], [-4.6834, 1.5458, -4.7213], [-2.3208, 1.9711, -4.2050], [-0.6047, 2.4481, -2.6410], [-1.0951, 3.9629, -1.8744], [-1.1827, 0.0047, -1.1181], [-2.0332, -0.5662, -0.7536], [-0.3473, -0.6829, -1.2380], [-1.4398, 0.4235, -2.0837], [0.6810, 2.4107, 3.9569], [1.4767, 0.8509, 5.6558], [1.5735, -0.8788, 5.2799], [0.0771, -0.1943, 5.9015]],
  "lowdin_charge": [-0.037, -0.254, 0.040, -0.169, -0.010, -0.182, 0.027, 0.117, -0.074, -0.080, 0.146, 0.139, -0.498, 0.068, 0.078, 0.111, -0.105, -0.254, 0.097, -0.128, -0.061, -0.061, -0.019, 0.116, 0.108, 0.102, 0.107, 0.140, 0.136, -0.106, -0.094, -0.408, 0.110, 0.140, -0.091, -0.233, -0.055, -0.088, -0.098, -0.079, -0.027, 0.120, 0.102, 0.099, 0.100, 0.111, 0.125, 0.126, 0.010, 0.103, 0.085, 0.069, 0.128, 0.079, 0.084, 0.090],
  "homo_energy_ev": -8.33,
  "de_lowest_kj_mol": 96.73,
  "homo_lumo_gap_ev": 8.666,
  "lumo_ev": 0.34
}

***

Sequential DFT total energy output: -148109.667 -364514.680 -38522.834 eV
Sequential molar mass output: 816.64 1614.14 428.49 g/mol